Run A
{"formula": "C40H51IN7O7S3Ti", "method": "wB97M-V/def2-TZVPD", "spin_multiplicity": 3, "e_homo_ev": [-4.9, -5.7], "total_charge": -1, "homo_lumo_gap_ev": [6.34, 6.83], "s_squared": 2.007, "species": ["Ti", "C", "N", "C", "C", "C", "C", "C", "C", "C", "N", "C", "C", "C", "C", "C", "C", "N", "C", "C", "H", "H", "H", "H", "H", "H", "H", "H", "H", "H", "H", "H", "H", "H", "H", "H", "H", "H", "H", "H", "C", "C", "C", "C", "C", "C", "C", "S", "O", "O", "N", "C", "C", "C", "C", "C", "N", "H", "H", "H", "H", "H", "H", "H", "H", "H", "H", "H", "C", "C", "S", "O", "C", "C", "H", "H", "H", "H", "H", "H", "H", "H", "H", "H", "N", "C", "C", "C", "C", "C", "C", "S", "O", "O", "O", "H", "H", "H", "H", "H", "H", "N", "C", "O", "C", "I", "H", "H", "H", "H"], "positions_angstrom": [[0.0026, 0.3194, 0.3490], [-0.2782, 3.9582, -0.4726], [0.6570, 2.8286, -0.6109], [1.9374, 3.1972, 0.0049], [0.7546, 2.5101, -2.0300], [1.4387, 3.3345, -2.9086], [1.4288, 3.1051, -4.2800], [0.6612, 2.0562, -4.7644], [-0.0358, 1.2272, -3.8996], [0.0267, 1.4016, -2.5068], [-0.5753, 0.5657, -1.5892], [-1.1216, -0.6604, -2.0758], [-0.3108, -1.5908, -2.7193], [-0.7849, -2.8287, -3.1266], [-2.1061, -3.1577, -2.8720], [-2.9373, -2.2421, -2.2419], [-2.4771, -0.9810, -1.8557], [-3.3290, -0.0503, -1.2291], [-4.5503, -0.5706, -0.6393], [-3.5842, 1.1476, -2.0152], [0.1285, 4.8582, -0.9500], [-0.4533, 4.1651, 0.5815], [-1.2221, 3.7177, -0.9623], [2.4355, 4.0169, -0.5268], [2.5928, 2.3303, 0.0365], [1.7544, 3.5289, 1.0252], [1.9821, 4.1867, -2.5184], [1.9811, 3.7514, -4.9493], [0.5988, 1.8754, -5.8309], [-0.6209, 0.4117, -4.3020], [0.7259, -1.3252, -2.8932], [-0.1222, -3.5327, -3.6147], [-2.4964, -4.1259, -3.1599], [-3.9684, -2.5065, -2.0534], [-4.9787, 0.1935, 0.0091], [-4.3300, -1.4456, -0.0286], [-5.3073, -0.8429, -1.3916], [-4.2416, 0.9403, -2.8736], [-2.6536, 1.5719, -2.3890], [-4.0832, 1.8873, -1.3849], [-3.1633, 0.0333, 7.3721], [-2.1069, 0.5522, 6.4327], [-1.2849, -0.3159, 5.7250], [-0.3956, 0.1534, 4.7673], [-0.3032, 1.5171, 4.5364], [-1.0786, 2.4088, 5.2741], [-1.9782, 1.9204, 6.2010], [0.6736, 2.2205, 3.2437], [1.9353, 2.6558, 3.7846], [-0.1567, 3.2297, 2.6275], [0.8644, 1.0599, 2.1468], [1.7726, 0.0109, 2.3301], [2.7279, -0.1937, 3.3356], [3.5144, -1.3215, 3.2512], [3.3572, -2.2249, 2.2024], [2.3820, -1.9507, 1.2712], [1.6192, -0.8647, 1.3357], [-3.0065, -1.0218, 7.5934], [-4.1564, 0.1431, 6.9263], [-3.1572, 0.5891, 8.3114], [-1.3745, -1.3847, 5.8821], [0.1714, -0.5608, 4.1852], [-1.0302, 3.4698, 5.0672], [-2.6290, 2.6106, 6.7250], [2.8480, 0.5196, 4.1367], [4.2551, -1.5061, 4.0199], [3.9317, -3.1362, 2.1330], [2.1909, -2.6286, 0.4486], [3.8336, -1.7000, -3.9249], [3.7084, -1.3714, -2.4432], [2.9837, 0.2691, -2.2176], [2.1203, 0.1485, -0.9901], [4.4471, 1.1766, -1.6996], [4.9754, 0.7660, -0.3285], [4.2890, -2.6814, -4.0586], [4.4560, -0.9710, -4.4474], [2.8565, -1.7051, -4.4095], [4.6660, -1.4238, -1.9251], [3.0081, -2.0310, -1.9295], [4.1270, 2.2182, -1.7254], [5.1691, 1.0326, -2.5081], [4.1636, 0.4170, 0.3134], [5.4372, 1.6211, 0.1646], [5.7218, -0.0246, -0.3969], [-1.7640, 1.6107, 0.8613], [-2.9193, 1.4374, 1.7279], [-2.8540, 0.5463, 2.7787], [-3.9149, 0.4292, 3.6670], [-5.0567, 1.1916, 3.5015], [-5.1267, 2.0901, 2.4352], [-4.0584, 2.2183, 1.5598], [-6.4214, 1.0589, 4.6579], [-5.8782, 0.2599, 5.7475], [-7.4704, 0.4042, 3.8931], [-6.7119, 2.4410, 5.0045], [-1.2493, 2.4068, 1.2435], [-2.0745, 1.8903, -0.0637], [-1.9558, -0.0303, 2.9143], [-3.8636, -0.2489, 4.5101], [-6.0122, 2.7022, 2.3211], [-4.0964, 2.9427, 0.7513], [-2.5804, -2.6779, 1.7187], [-1.4389, -2.3528, 1.0581], [-1.1197, -1.1070, 1.0733], [-0.7062, -3.3487, 0.4005], [0.4186, -4.7005, 2.5612], [-2.9849, -1.9558, 2.2968], [-2.6469, -3.6231, 2.0642], [0.1477, -3.0576, -0.1890], [-1.1951, -4.2769, 0.1546]], "lowdin_charge": [1.089, -0.061, -0.188, -0.072, -0.244, -0.058, -0.109, -0.100, -0.034, -0.281, -0.077, -0.240, -0.050, -0.095, -0.093, -0.016, -0.189, -0.177, -0.071, -0.061, 0.096, 0.070, 0.093, 0.083, 0.063, 0.071, 0.105, 0.092, 0.099, 0.110, 0.090, 0.099, 0.101, 0.102, 0.080, 0.082, 0.088, 0.094, 0.073, 0.076, -0.037, -0.266, -0.036, -0.067, -0.278, -0.045, -0.020, 0.610, -0.291, -0.322, -0.179, -0.386, -0.008, -0.053, -0.095, -0.183, 0.017, 0.078, 0.051, 0.082, 0.120, 0.108, 0.116, 0.125, 0.104, 0.110, 0.101, 0.095, -0.133, -0.374, 0.975, -0.550, -0.371, -0.114, 0.076, 0.071, 0.069, 0.084, 0.083, 0.071, 0.093, 0.060, 0.082, 0.071, 0.043, -0.262, -0.046, -0.040, -0.243, -0.045, -0.041, 0.405, -0.377, -0.359, -0.362, 0.039, 0.054, 0.078, 0.104, 0.117, 0.107, 0.184, -0.608, -0.171, -0.195, 0.087, 0.093, 0.087, 0.034, 0.031]}



Run B
{"formula": "C40H51IN7O7S3Ti", "method": "wB97M-V/def2-TZVPD", "spin_multiplicity": 3, "e_homo_ev": [-5.0, -5.0], "total_charge": -1, "homo_lumo_gap_ev": [6.46, 4.90], "s_squared": 2.008, "species": ["Ti", "C", "N", "C", "C", "C", "C", "C", "C", "C", "N", "C", "C", "C", "C", "C", "C", "N", "C", "C", "H", "H", "H", "H", "H", "H", "H", "H", "H", "H", "H", "H", "H", "H", "H", "H", "H", "H", "H", "H", "C", "C", "C", "C", "C", "C", "C", "S", "O", "O", "N", "C", "C", "C", "C", "C", "N", "H", "H", "H", "H", "H", "H", "H", "H", "H", "H", "H", "C", "C", "S", "O", "C", "C", "H", "H", "H", "H", "H", "H", "H", "H", "H", "H", "N", "C", "C", "C", "C", "C", "C", "S", "O", "O", "O", "H", "H", "H", "H", "H", "H", "N", "C", "O", "C", "I", "H", "H", "H", "H"], "positions_angstrom": [[1.3589, -0.2153, -0.7096], [3.3765, -2.4620, 0.4342], [2.2517, -2.4932, -0.5000], [2.6782, -3.1665, -1.7186], [1.1002, -3.0467, 0.1531], [0.6762, -4.3544, 0.0225], [-0.4375, -4.8029, 0.7215], [-1.1420, -3.9244, 1.5229], [-0.7289, -2.6122, 1.6682], [0.4177, -2.1487, 1.0155], [0.9625, -0.8848, 1.0786], [1.1033, -0.1657, 2.2288], [0.6527, -0.5339, 3.5080], [0.8507, 0.2894, 4.5973], [1.5186, 1.4939, 4.4609], [2.0556, 1.8333, 3.2292], [1.8665, 1.0224, 2.1242], [2.5681, 1.2153, 0.8657], [3.9859, 0.9069, 1.1268], [2.5240, 2.5882, 0.3571], [3.7373, -3.4838, 0.6372], [4.1784, -1.8615, 0.0039], [3.0562, -2.0131, 1.3735], [1.8291, -3.3537, -2.3691], [3.3749, -2.5070, -2.2346], [3.1850, -4.1171, -1.5041], [1.2098, -5.0432, -0.6157], [-0.7529, -5.8302, 0.6256], [-2.0309, -4.2608, 2.0366], [-1.3278, -1.9342, 2.2531], [0.1703, -1.4879, 3.6440], [0.4800, -0.0108, 5.5660], [1.6416, 2.1530, 5.3038], [2.6244, 2.7472, 3.1465], [4.4532, 1.7148, 1.7052], [4.0741, -0.0142, 1.6996], [4.5166, 0.8040, 0.1826], [2.8903, 3.3175, 1.0907], [3.1785, 2.6447, -0.5125], [1.5103, 2.8517, 0.0645], [-1.7892, -7.0478, -3.7647], [-1.4444, -5.6363, -3.3977], [-1.9797, -5.0385, -2.2582], [-1.6972, -3.7266, -1.9359], [-0.8660, -2.9789, -2.7618], [-0.3162, -3.5608, -3.9027], [-0.5977, -4.8756, -4.2084], [-0.5547, -1.2423, -2.4668], [-1.3059, -0.5254, -3.4808], [0.8932, -1.0386, -2.5750], [-0.8913, -0.8112, -0.9817], [-2.1709, -0.5815, -0.5833], [-3.2950, -0.9011, -1.3771], [-4.5519, -0.5757, -0.9232], [-4.6895, 0.0240, 0.3242], [-3.5383, 0.2807, 1.0405], [-2.3155, -0.0003, 0.6148], [-2.2242, -7.5766, -2.9202], [-0.9052, -7.5875, -4.0991], [-2.5158, -7.0621, -4.5789], [-2.6336, -5.6110, -1.6195], [-2.1067, -3.2824, -1.0424], [0.3332, -2.9636, -4.5258], [-0.1719, -5.3287, -5.0917], [-3.1529, -1.3620, -2.3410], [-5.4224, -0.7998, -1.5265], [-5.6545, 0.2886, 0.7263], [-3.5969, 0.7710, 2.0034], [-2.5053, 2.7128, -3.9643], [-1.0923, 2.3094, -3.5897], [-1.0722, 1.8979, -1.7945], [0.3597, 1.5168, -1.4760], [-1.1199, 3.6374, -1.1735], [0.0315, 4.4824, -1.6841], [-2.5631, 2.9480, -5.0235], [-2.8316, 3.5845, -3.4031], [-3.1869, 1.8900, -3.7642], [-0.3575, 3.0822, -3.7883], [-0.8212, 1.3841, -4.0924], [-1.0837, 3.5019, -0.0909], [-2.0900, 4.0501, -1.4315], [0.9285, 3.8733, -1.7914], [0.2547, 5.2784, -0.9783], [-0.1916, 4.9383, -2.6466], [-0.8489, 2.3379, 1.5970], [-1.1957, 2.8230, 2.8657], [-1.9199, 2.0375, 3.7573], [-2.3478, 2.5616, 4.9630], [-2.0268, 3.8593, 5.2841], [-1.2969, 4.6516, 4.4269], [-0.8758, 4.1370, 3.2129], [-2.6474, 4.5756, 6.8311], [-2.9657, 3.4353, 7.6801], [-3.8136, 5.3299, 6.3801], [-1.5447, 5.4016, 7.3077], [0.1407, 2.4275, 1.4038], [-1.1469, 1.3739, 1.4350], [-2.1192, 1.0095, 3.4945], [-2.9034, 1.9735, 5.6741], [-1.0597, 5.6560, 4.7401], [-0.3100, 4.7490, 2.5218], [2.7404, 1.5930, -3.0478], [3.5336, 0.6425, -2.4335], [3.0290, -0.0267, -1.4452], [4.8206, 0.4564, -2.8723], [5.9130, 2.9711, -1.6015], [1.8622, 1.7497, -2.5635], [3.2179, 2.4146, -3.3870], [5.1759, 0.9401, -3.7609], [5.4544, -0.2740, -2.4036]], "lowdin_charge": [1.006, -0.049, -0.237, -0.067, -0.196, -0.030, -0.113, -0.086, -0.033, -0.237, -0.066, -0.222, -0.015, -0.082, -0.077, -0.032, -0.230, -0.214, -0.066, -0.086, 0.103, 0.089, 0.088, 0.068, 0.092, 0.094, 0.113, 0.099, 0.104, 0.103, 0.093, 0.110, 0.109, 0.113, 0.100, 0.092, 0.035, 0.098, 0.010, 0.054, -0.049, -0.261, -0.029, -0.059, -0.251, -0.060, -0.031, 0.645, -0.307, -0.354, -0.174, -0.440, -0.042, -0.065, -0.067, -0.125, 0.108, 0.075, 0.080, 0.086, 0.117, 0.106, 0.122, 0.115, 0.093, 0.107, 0.099, 0.097, -0.118, -0.352, 1.060, -0.612, -0.330, -0.120, 0.081, 0.063, 0.077, 0.082, 0.066, 0.046, 0.084, 0.054, 0.086, 0.071, 0.090, -0.321, -0.057, -0.058, -0.273, -0.063, -0.036, 0.402, -0.383, -0.378, -0.382, 0.050, 0.045, 0.089, 0.107, 0.111, 0.100, 0.167, -0.607, -0.204, -0.072, 0.052, 0.046, 0.084, 0.026, 0.055]}



The structure with the least stability is run B.



Run A
{"formula": "CH3BrO", "method": "wB97M-V/def2-TZVPD", "e_homo_ev": [-9.2, -9.2], "total_charge": 0, "homo_lumo_gap_ev": [7.37, 7.36], "species": ["C", "O", "Br", "H", "H", "H"], "positions_angstrom": [[-0.6785, 0.6394, -0.1725], [0.9255, -1.2121, -0.1680], [-2.2811, -0.1895, 0.0035], [-0.0116, 0.6248, 0.6329], [-0.2275, 0.9240, -1.1786], [0.5107, -1.8531, 0.5405]], "lowdin_charge": [-0.444, -0.359, 0.762, -0.027, 0.067, 0.001]}



Run B
{"formula": "CH3BrO", "method": "wB97M-V/def2-TZVPD", "e_homo_ev": -9.1, "total_charge": 0, "homo_lumo_gap_ev": 8.92, "species": ["C", "O", "Br", "H", "H", "H"], "positions_angstrom": [[-0.1775, 0.3404, -0.5638], [1.0310, -0.2893, 0.7928], [0.1859, -1.2337, 1.9366], [-1.0242, -0.1919, -0.0876], [0.1383, -0.1149, -1.4884], [-0.1535, 1.4893, -0.5896]], "lowdin_charge": [0.084, -0.892, 0.676, 0.008, 0.038, 0.086]}



Run C
{"formula": "CH3BrO", "method": "wB97M-V/def2-TZVPD", "e_homo_ev": -9.6, "total_charge": 0, "homo_lumo_gap_ev": 10.32, "species": ["C", "O", "Br", "H", "H", "H"], "positions_angstrom": [[0.4188, 0.0450, -0.3534], [-0.2221, 1.1543, -0.0523], [2.3197, -0.0830, 0.0743], [0.0793, -1.1291, 0.6141], [0.3254, -0.1607, -1.3651], [0.3257, 1.6097, 0.5954]], "lowdin_charge": [-0.750, -0.084, 0.573, 0.159, 0.020, 0.082]}



The structure with the least stability is run A.



Run A
{"formula": "C2H4ClOP", "method": "wB97M-V/def2-TZVPD", "e_homo_ev": -9.9, "total_charge": 0, "homo_lumo_gap_ev": 9.15, "species": ["O", "P", "Cl", "C", "C", "H", "H", "H", "H"], "positions_angstrom": [[-1.8140, 0.9500, 1.4651], [-1.2345, 1.3599, 0.1407], [-2.5468, 0.8618, -1.3735], [0.5198, -0.5406, 0.4286], [1.3400, -0.4175, -0.5864], [0.6563, -0.1610, 1.4734], [-0.3216, -1.2276, 0.4237], [1.0872, -0.9165, -1.4287], [2.3136, 0.0916, -0.5431]], "lowdin_charge": [-0.540, 0.475, 0.114, -0.227, -0.061, 0.075, 0.061, 0.023, 0.079]}



Run B
{"formula": "C2H4ClOP", "method": "wB97M-V/def2-TZVPD", "e_homo_ev": -8.8, "total_charge": 0, "homo_lumo_gap_ev": 9.09, "species": ["C", "O", "C", "P", "Cl", "H", "H", "H", "H"], "positions_angstrom": [[-0.7840, -1.0846, -0.7711], [-0.5394, -0.6502, 0.5386], [0.3385, 0.5850, 0.6228], [0.9801, 1.2252, 2.0245], [2.1238, 2.6658, 1.3171], [-0.2116, -0.4741, -1.4745], [-1.8938, -0.9281, -0.9708], [-0.6158, -2.1199, -0.8214], [0.6022, 0.7809, -0.4651]], "lowdin_charge": [-0.140, -0.260, -0.482, 0.443, 0.131, 0.071, 0.109, 0.066, 0.064]}



The structure with the least stability is run B.